[1]
Molecular formula: C5H14N
Method: DFT, ωB97M-V/def2-TZVPD

Structure (XYZ):
```
20
Properties=species:S:1:pos:R:3
C -0.29183 1.66869 0.24362
H -1.01581 -0.61782 -1.26484
H -1.60805 3.17065 0.86697
C -0.77612 -0.75263 -0.14392
C -0.56106 2.94000 1.04999
H 0.14607 3.67002 0.78231
N 1.34741 -2.39508 -1.61319
H 0.70449 1.33146 0.42932
H -1.20323 -1.62500 0.33702
H 1.74517 -2.48113 -2.55614
H 1.48742 -2.65001 0.41949
H -0.37203 1.88059 -0.82674
H -1.20558 0.37404 1.71622
C 1.94015 -2.76955 -0.56480
H 0.30411 -0.73778 0.01865
H 0.46773 -1.85696 -1.48951
C -1.23502 0.52490 0.63030
H -2.26112 0.78818 0.38997
H -0.56344 2.76192 2.15308
H 2.95075 -3.22450 -0.57778
```

Computed properties:
Net charge   +1
E_tot   -253.35745 a.u.
HOMO level   -14.281 eV

The computed Löwdin charges, all in e, follow: -0.292, 0.116, 0.077, -0.132, -0.096, 0.056, 0.199, 0.086, 0.079, 0.177, 0.125, 0.114, 0.117, 0.150, 0.032, 0.096, -0.249, 0.111, 0.092, 0.142

[2]
Molecular formula: C5H14N
Method: DFT, ωB97M-V/def2-TZVPD

Structure (XYZ):
```
20
Properties=species:S:1:pos:R:3
C -0.09501 1.25031 0.41342
H 0.13214 1.34634 1.48088
H -1.00389 -0.10508 -1.65494
H 3.32864 0.40097 -0.13530
H -2.11075 1.29594 -1.61614
H -2.24660 -1.24975 1.25729
N 1.44948 -0.41819 -0.67400
H -2.10565 1.04911 0.92641
C 2.78664 -0.55202 -0.11746
C -1.34613 0.50334 0.33196
H -0.81383 -0.64525 2.04950
H 1.30382 -0.78808 -1.60098
C -1.24696 -0.86403 1.07033
H 0.16350 2.16691 -0.11133
H -0.61543 -1.57918 0.54917
H 3.38433 -1.31023 -0.61893
H 0.85122 0.29816 -0.19907
H 2.69319 -0.83535 0.93414
C -1.83601 0.36660 -1.12583
H -2.67269 -0.33054 -1.15912
```

Computed properties:
Net charge   +1
E_tot   -253.24373 a.u.
HOMO level   -13.915 eV

The computed Löwdin charges, all in e, follow: 0.195, 0.135, 0.076, 0.087, 0.093, 0.097, 0.015, 0.197, -0.114, -0.425, 0.090, 0.110, -0.030, 0.139, 0.087, 0.100, 0.006, 0.083, -0.035, 0.095

[3]
Molecular formula: C5H14N
Method: DFT, ωB97M-V/def2-TZVPD

Structure (XYZ):
```
20
Properties=species:S:1:pos:R:3
H -1.13100 1.81305 -0.26324
H -0.94209 -1.78441 -0.13627
H 1.37560 0.22508 2.13301
C 0.83708 0.94145 -0.43507
H 2.94654 0.39227 -0.40036
H 2.44765 1.41705 0.95587
H 1.14253 -1.22385 0.13126
H -6.04170 -5.77771 -3.50514
H 2.60720 2.08891 -0.65341
H -6.07480 -5.62102 -2.77972
N -0.82975 -0.76234 -0.03402
C 0.39555 -0.44459 0.30798
H 0.03770 2.50220 0.85080
H 0.16512 -1.08519 2.39903
H 0.10504 2.90976 -0.85938
C 2.28576 1.20698 -0.09788
C 0.38554 -0.15055 1.88929
C -0.08973 2.10404 -0.15760
H 0.75082 0.67034 -1.48361
H -0.37305 0.57853 2.13846
```

Computed properties:
Net charge   +1
E_tot   -253.22208 a.u.
HOMO level   -16.051 eV

The computed Löwdin charges, all in e, follow: 0.086, 0.145, 0.100, -0.324, 0.099, 0.082, 0.158, 0.002, 0.111, -0.002, 0.368, -0.362, 0.092, 0.104, 0.102, -0.047, 0.094, -0.050, 0.144, 0.099

[4]
Molecular formula: C5H14N
Method: DFT, ωB97M-V/def2-TZVPD

Structure (XYZ):
```
20
Properties=species:S:1:pos:R:3
H 2.27044 -2.58851 -0.42049
C 1.37467 -0.70995 -0.37120
H 0.05874 1.83967 -0.10945
C 0.07972 -0.03855 -0.98414
H -1.46064 -1.20156 0.03422
H -0.08046 -0.69223 -1.90064
H -2.00989 0.49019 -0.75124
H -2.17946 1.11751 1.56939
H -1.42409 2.49279 -0.09838
H -0.40048 3.01014 1.10065
H 2.06390 -0.69405 -1.18571
H -0.63805 0.44032 1.96091
H 1.23722 -2.45312 1.11770
C 1.36159 -2.13749 0.06573
H 0.40268 0.93151 -1.36965
N -0.66730 2.16716 0.48402
H 0.54658 -2.64460 -0.48316
C -1.18921 0.80659 1.08346
H 1.78990 -0.08010 0.44779
C -1.13585 -0.05572 -0.18982
```

Computed properties:
SMILES   CCCCC[NH3+]
Net charge   +1
E_tot   -253.35567 a.u.
HOMO level   -14.722 eV

The computed Löwdin charges, all in e, follow: 0.099, -0.262, 0.078, -0.250, 0.187, 0.155, 0.150, 0.151, 0.150, 0.218, 0.096, 0.127, 0.086, -0.116, 0.104, 0.170, 0.077, -0.106, 0.115, -0.227

[5]
Molecular formula: C5H14N2
Method: DFT, ωB97M-V/def2-TZVPD

Structure (XYZ):
```
21
Properties=species:S:1:pos:R:3
H -2.73160 -0.64958 0.89874
N 0.95101 1.99526 1.43969
H 1.44072 2.82024 1.13555
H -0.90957 0.58204 1.34474
H -3.12484 -1.12884 -0.61558
H 2.57123 -0.38309 0.78814
C 0.83412 1.06673 0.33817
C -0.71011 -0.94751 -1.69624
C 2.12209 0.30040 0.06886
H 0.58349 1.58484 -0.58993
H 2.95139 1.03703 -0.00785
C -2.27061 -1.19366 0.08207
H 1.29904 1.59945 2.29920
H 0.12077 -0.76832 1.26781
H -0.02594 -0.25895 -2.20553
H 2.12695 -0.16361 -0.92500
C -0.30034 0.03332 0.61782
H -1.94749 -2.22286 0.22555
H -0.26085 -1.94799 -1.64987
H -1.56271 -0.95726 -2.37711
N -1.15676 -0.39763 -0.43921
```

Computed properties:
SMILES   C[C@H](N)CN(C)C
E_tot   -308.36759 a.u.
HOMO level   -8.114 eV

The computed Löwdin charges, all in e, follow: 0.080, 0.029, 0.068, 0.107, 0.085, 0.072, -0.438, -0.111, -0.097, 0.137, 0.073, -0.102, 0.076, 0.123, 0.076, 0.066, -0.213, 0.084, 0.084, 0.081, -0.279

[6]
Molecular formula: C5H14N2
Method: DFT, ωB97M-V/def2-TZVPD

Structure (XYZ):
```
21
Properties=species:S:1:pos:R:3
H 1.66756 -1.41828 -1.08866
H 0.14416 1.04644 3.36937
H 2.42803 -1.06528 0.47305
H 0.23881 0.26080 -2.56425
H 0.69357 1.65277 -1.52363
N -0.68476 0.33571 -0.67066
C 1.74896 -0.67594 -0.28773
H 1.28817 -0.28258 3.02909
H -0.43744 -0.59638 2.91959
H -0.75056 1.04507 0.22477
H -1.66625 -1.30435 -1.56155
H -0.01612 -1.38337 0.64317
H -2.39810 -0.69501 -0.05060
N 0.33212 0.60166 1.35477
H -0.87224 1.63125 -2.33075
C -0.11738 1.00669 -1.85037
C 0.33153 0.18233 2.72772
H 2.18471 0.25052 -0.66127
C -1.90965 -0.41160 -0.98167
C 0.40481 -0.38951 0.37326
H -2.60995 0.20907 -1.54364
```

Computed properties:
E_tot   -308.30113 a.u.
HOMO level   -6.502 eV

The computed Löwdin charges, all in e, follow: 0.071, 0.058, 0.080, 0.093, 0.090, -0.200, -0.071, 0.055, 0.058, 0.163, 0.094, 0.127, 0.093, -0.189, 0.089, -0.062, -0.227, 0.064, -0.055, -0.417, 0.087

Energy above the lowest of the compared OMol25 structures with the same formula, charge and spin (computed, kcal/mol): 38.15 109.51 123.10 39.27 34.81 76.51
M (computed, g mol⁻¹): 88.17 88.17 88.17 88.17 102.18 102.18
F_max (computed, eV Å⁻¹): 2.45 4.27 1.82 5.24 2.59 1.16